Record 1
Molecular formula: C31H27ClF2N2O3S
Method: DFT, ωB97M-V with the def2-TZVPD basis set

Each line ends with the Löwdin charge.
Cartesian coordinates (Å):
C -6.46290 -2.39553 -1.60782  -0.1144
C -5.02269 -2.20188 -2.10395  -0.6962
Cl -4.82625 -2.94365 -3.73085  0.5997
C -4.55399 -0.72924 -2.15306  -0.1750
C -3.21787 -0.54920 -1.47730  -0.1694
C -2.06993 -0.64344 -2.25800  -0.0183
C -0.80570 -0.58257 -1.70279  -0.0718
C -0.68659 -0.41337 -0.33367  -0.4433
C -1.81893 -0.29894 0.46650  -0.1993
C -3.09197 -0.36171 -0.09672  -0.0879
C -4.28307 -0.21416 0.82179  -0.0221
C -4.79153 1.19923 0.88703  -0.4233
O -4.51869 2.02137 1.69164  0.1842
F -5.64184 1.49814 -0.13717  0.0806
N -1.66517 -0.11470 1.88332  0.0763
C -0.76242 -1.07541 2.44821  -0.1977
C 0.48897 -1.27293 1.87258  -0.4369
C 1.38592 -2.18893 2.40565  -0.0746
C 1.02509 -2.91841 3.52416  -0.0568
C -0.23018 -2.75758 4.08679  -0.0074
C -1.12249 -1.83136 3.55761  -0.0815
C -2.46560 -1.62264 4.16311  -0.3655
O -2.87318 -0.58462 4.57372  0.1864
N -3.32800 -2.80771 4.18077  0.1796
C -3.24853 -3.57073 5.32231  -0.5504
O -2.77508 -3.28564 6.36983  0.1675
F -3.80913 -4.77776 5.07712  0.1057
S 0.89570 -0.33829 0.43939  1.0660
H -6.95000 -1.43675 -1.44748  0.0737
H -6.48385 -2.96149 -0.68032  0.0752
H -7.05124 -2.93594 -2.34232  0.0559
H -4.34463 -2.75960 -1.46557  0.0923
H -5.29862 -0.12204 -1.65680  0.0855
H -4.45895 -0.42243 -3.18806  0.1010
H -2.16595 -0.78764 -3.32465  0.1175
H 0.07835 -0.67862 -2.31586  0.1097
H -5.08816 -0.89546 0.54786  0.1225
H -3.97968 -0.43633 1.84081  0.1101
H -1.27021 0.80989 2.04575  0.1539
H 2.34929 -2.32756 1.93760  0.1053
H 1.70700 -3.63457 3.95649  0.1112
H -0.50740 -3.32125 4.96539  0.1160
H -3.19749 -3.37469 3.34925  0.1515
C 4.67836 -0.16111 -0.18255  -0.0969
C 4.91025 0.59574 -1.32196  -0.0982
C 6.13195 0.51377 -1.97513  -0.0925
C 7.12131 -0.33075 -1.49068  -0.0942
C 6.88892 -1.09064 -0.35288  -0.0954
C 5.66829 -1.00415 0.30235  -0.0943
H 3.72339 -0.09009 0.32111  0.0496
H 4.13575 1.25143 -1.70001  0.0859
H 6.31426 1.10913 -2.86091  0.1007
H 8.07381 -0.39634 -2.00008  0.1008
H 7.66036 -1.74927 0.02429  0.1004
H 5.49092 -1.59308 1.19345  0.0977
C 4.36947 5.70186 -1.29809  -0.0939
C 4.48751 4.39048 -1.73683  -0.0953
C 3.96184 4.02194 -2.96750  -0.1013
C 3.32047 4.96364 -3.76014  -0.0965
C 3.20287 6.27456 -3.32067  -0.0975
C 3.72627 6.64324 -2.08925  -0.0966
H 4.77878 5.98978 -0.33858  0.1007
H 4.99151 3.65602 -1.12109  0.0929
H 4.05255 2.99928 -3.31228  0.0880
H 2.91279 4.67593 -4.72055  0.0998
H 2.70362 7.00950 -3.93853  0.0999
H 3.63235 7.66521 -1.74578  0.1002

Atomic forces in eV per Å
0.059 0.079 -0.243
-0.151 0.109 0.167
0.121 -0.121 -0.106
0.164 -0.267 0.382
0.070 -0.002 -0.189
0.064 0.003 0.026
-0.019 0.025 0.125
-0.064 -0.042 -0.028
0.083 0.106 -0.042
0.022 0.001 -0.021
-0.230 -0.216 0.162
0.147 0.307 0.213
-0.154 -0.178 -0.353
0.078 -0.027 0.137
0.212 -0.101 -0.054
0.105 0.112 -0.048
0.064 -0.119 0.016
-0.080 0.100 -0.005
-0.082 -0.056 0.099
-0.064 0.028 0.062
0.024 -0.025 -0.214
-0.440 0.033 0.054
0.026 0.018 0.180
0.801 -0.041 -0.059
-0.156 0.003 -0.100
-0.185 -0.107 -0.011
0.094 0.143 0.158
0.131 0.072 -0.118
-0.052 0.066 0.066
-0.008 -0.020 0.103
-0.062 -0.091 0.000
0.078 -0.104 -0.030
-0.138 0.204 -0.140
-0.183 0.165 -0.098
-0.068 -0.016 -0.082
0.047 -0.008 -0.059
-0.081 0.106 -0.139
0.077 -0.055 0.008
-0.218 0.109 0.127
0.077 -0.038 -0.038
0.104 -0.026 0.000
-0.016 -0.080 0.061
-0.244 -0.045 0.022
0.011 -0.005 0.014
-0.016 0.021 -0.028
-0.003 0.007 -0.006
0.002 0.000 0.000
0.001 0.001 -0.001
-0.006 0.002 0.009
0.038 -0.006 0.011
-0.012 0.000 0.017
0.000 0.002 -0.007
0.008 0.000 -0.002
0.006 -0.003 0.005
0.002 -0.004 0.004
-0.007 0.004 0.001
0.018 -0.029 0.004
0.004 0.001 0.006
-0.005 -0.006 -0.005
-0.001 0.004 -0.003
0.000 0.001 0.003
0.004 0.001 0.007
-0.002 -0.006 0.004
0.010 -0.002 -0.014
-0.004 -0.002 -0.006
-0.007 0.005 -0.003
0.003 0.008 0.000

Computed properties:
- Charge: 0
- Spin multiplicity: 1
- Energy: -2590.891086 hartree
- Relative energy (zero: lowest compared OMol25 entry of this formula, charge and spin): 0.0 kJ/mol
- SMILES: C[C@@H](Cl)Cc1ccc2c(c1CC(=O)F)Nc1c(cccc1C(=O)NC(=O)F)S2.c1ccccc1.c1ccccc1

---

Record 2
Molecular formula: C31H27F5GeO5PScTe
Method: DFT, ωB97M-V with the def2-TZVPD basis set

Each line ends with the Mulliken spin population.
Cartesian coordinates (Å):
Sc -1.25451 0.80886 -0.21381  -0.0006
O -2.58873 1.48053 -3.32182  0.0038
C -1.76478 0.66632 -3.51182  -0.0041
O -0.77780 0.27532 -2.54102  -0.0011
C -1.37358 -0.27994 -4.63902  0.0006
P -0.01795 -0.79498 -3.54789  -0.0014
C -0.11405 -2.43781 -2.93084  -0.0007
C -0.95743 -3.39093 -3.50693  0.0004
C -1.02824 -4.65531 -2.95044  -0.0003
C -0.27898 -4.95558 -1.82010  0.0002
C 0.55429 -4.00449 -1.24295  -0.0006
C 0.65299 -2.74142 -1.79698  0.0009
C 1.59382 -0.25592 -3.96096  0.0000
C 1.89712 1.10795 -3.95470  -0.0002
C 3.16337 1.50895 -4.33215  0.0000
C 4.10627 0.56323 -4.71708  0.0000
C 3.80089 -0.79219 -4.71966  0.0000
C 2.53992 -1.21264 -4.33720  0.0001
H -1.08081 0.23023 -5.55435  0.0000
H -2.14678 -1.01801 -4.84264  0.0006
H -1.53970 -3.16199 -4.38983  0.0000
H -1.66766 -5.40467 -3.39544  0.0000
H -0.34457 -5.94350 -1.38380  0.0000
H 1.13061 -4.24687 -0.36078  0.0000
H 1.29708 -1.99695 -1.34619  0.0000
H 1.18532 1.83777 -3.58828  0.0003
H 3.42422 2.55668 -4.29125  0.0000
H 5.09870 0.88607 -5.00216  0.0000
H 4.54799 -1.51874 -5.00657  0.0000
H 2.29696 -2.26779 -4.31802  -0.0001
F -0.07247 2.22204 -0.71656  0.0028
Te 2.29421 1.30589 0.30184  0.0000
F 4.16310 1.36021 0.42417  0.0000
F 2.64710 -0.44068 1.02167  0.0000
F 1.79472 0.18331 -1.15072  0.0002
F 2.69433 2.49674 -1.14623  0.0000
O -0.39151 -0.33090 0.99416  -0.0104
C 0.95288 -2.11545 3.11628  -0.0002
Ge -0.17816 -0.58188 2.76068  0.0004
C -1.95740 -0.78999 3.52327  0.0083
C -2.96893 -1.40699 2.78870  -0.0058
C -4.24280 -1.54917 3.32132  0.0048
C -4.51626 -1.07757 4.59767  -0.0017
C -3.51748 -0.46136 5.33888  0.0013
C -2.24549 -0.31652 4.80237  -0.0005
C 0.63856 1.15675 3.12771  0.0012
C 1.95233 1.25113 3.51960  0.0003
C 2.68373 2.45173 3.36711  -0.0004
C 2.09378 3.54135 2.78739  0.0008
C 0.73372 3.50246 2.38993  -0.0011
C 0.11387 4.62566 1.77971  0.0012
C -1.19142 4.58666 1.39287  -0.0016
C -1.95764 3.42420 1.63161  0.0041
C -1.38983 2.32416 2.21826  -0.0084
C -0.01060 2.31542 2.59215  -0.0014
H 1.06575 -2.24951 4.19276  -0.0001
H 1.92876 -2.00336 2.65451  0.0001
H 0.46428 -3.00548 2.71874  0.0000
H -2.76929 -1.76688 1.78454  -0.0073
H -5.02265 -2.02342 2.73959  0.0004
H -5.50913 -1.18679 5.01394  -0.0001
H -3.73079 -0.08904 6.33243  0.0001
H -1.47819 0.18154 5.38637  0.0000
H 2.46846 0.37649 3.89937  0.0000
H 3.71936 2.49194 3.67787  0.0000
H 2.65613 4.45451 2.63448  0.0000
H 0.70388 5.52121 1.62700  0.0001
H -1.65123 5.44800 0.92818  0.0001
H -3.01278 3.41552 1.38284  0.0021
H -2.02191 1.48649 2.48652  -0.0010
O -2.97945 -0.24756 -0.79583  0.5004
O -3.30751 0.67698 0.07751  0.5130

Atomic forces in eV per Å
-0.312 -0.071 0.387
0.522 -0.362 -0.031
-0.487 0.123 0.115
0.020 0.077 -0.147
0.090 0.161 -0.070
-0.046 -0.221 0.103
0.089 0.064 0.098
-0.006 0.024 -0.047
0.004 0.005 -0.003
0.013 0.014 0.022
-0.010 -0.029 -0.010
-0.027 0.000 -0.024
-0.090 0.024 -0.053
0.002 0.021 0.075
-0.013 0.026 0.040
0.014 -0.030 -0.003
0.003 0.036 -0.005
-0.001 -0.043 0.014
-0.005 -0.016 -0.020
-0.019 0.014 0.024
-0.016 0.003 0.003
-0.005 0.004 -0.001
-0.003 0.000 -0.003
0.002 0.008 0.001
0.027 0.027 0.026
-0.007 0.003 -0.011
0.006 0.006 -0.014
0.000 0.001 0.001
-0.003 -0.004 -0.002
0.010 0.008 -0.005
0.147 0.075 -0.003
0.242 0.107 -0.161
-0.034 -0.002 -0.014
-0.013 -0.139 0.097
0.012 0.013 -0.123
-0.086 -0.034 -0.025
0.021 -0.141 -0.276
-0.038 0.066 0.022
-0.098 -0.098 0.070
0.082 0.013 -0.054
-0.001 0.005 -0.021
0.004 0.002 0.010
0.006 -0.003 -0.005
0.010 0.001 0.000
-0.011 -0.004 0.007
0.008 0.094 -0.002
-0.040 -0.001 0.034
0.001 0.010 0.051
0.024 0.028 0.045
-0.075 0.006 0.015
0.007 -0.012 0.002
0.000 -0.002 -0.003
0.011 -0.017 0.008
0.069 0.013 -0.039
-0.008 0.102 0.074
-0.001 0.001 -0.002
0.052 0.022 -0.023
-0.024 0.009 0.002
0.002 -0.003 0.016
0.001 0.000 0.000
-0.001 0.002 0.000
-0.001 0.000 0.000
0.002 -0.002 0.002
-0.007 0.010 -0.014
0.002 -0.001 -0.010
0.010 0.001 -0.013
0.006 -0.002 -0.002
0.003 -0.001 -0.007
0.021 -0.010 0.008
-0.020 -0.097 -0.014
0.047 0.026 -0.111
-0.084 0.088 0.003

Computed properties:
- Charge: +1
- Spin multiplicity: 2
- Energy: -5520.012201 hartree
- Relative energy (zero: lowest compared OMol25 entry of this formula, charge and spin): 6.6 kJ/mol

---

Record 3
Molecular formula: C31H27IrN4O2PSe4
Method: DFT, ωB97M-V with the def2-TZVPD basis set

Each line ends with the Löwdin charge.
Cartesian coordinates (Å):
Ir -1.20102 -0.57417 -0.61225  0.6925
O 5.43444 -0.18702 2.19953  0.0983
N 4.54980 -0.39776 3.00364  -0.3290
O 4.71817 -0.43080 4.20404  0.1042
C 3.18340 -0.61166 2.51571  -0.0419
C 2.23843 -0.80223 3.47674  0.0895
C 0.86785 -0.94338 3.15513  -0.1097
C -0.13276 -1.13785 4.12878  0.0410
C -1.44044 -1.23394 3.73019  0.0002
C -1.75003 -1.08616 2.37573  -0.1104
N -0.82860 -0.90247 1.44268  -0.0738
C 0.47325 -0.86924 1.81009  -0.1582
C 1.47105 -0.77810 0.78455  -0.1500
N 1.03183 -0.89790 -0.48680  0.0078
C 1.89914 -0.85105 -1.47771  -0.1175
C 3.25702 -0.64239 -1.25958  -0.0032
C 3.73390 -0.53613 0.02441  0.0447
C 2.83813 -0.62584 1.11245  -0.0309
H 2.55183 -0.82933 4.51057  0.1399
H 0.15485 -1.20104 5.16995  0.1357
H -2.23912 -1.40874 4.43589  0.1259
H -2.78235 -1.10722 2.04684  0.0809
H 1.50590 -0.99587 -2.47739  0.0888
H 3.93277 -0.58713 -2.10058  0.1284
H 4.78415 -0.39524 0.20166  0.1131
Se -1.22791 -0.42160 -3.11278  -0.0129
Se -3.11247 0.15819 -4.10801  0.0507
Se -5.07189 0.37561 -2.18801  0.0457
Se -4.06754 -0.38557 -0.38500  0.0301
C -1.99529 2.06285 1.40923  -0.2541
P -1.07144 1.70722 -0.12215  0.8547
C 0.54070 2.51200 0.11714  -0.3328
C 0.77623 3.38856 1.17497  -0.0722
C 2.00092 4.02949 1.28681  -0.0623
C 2.99847 3.80533 0.35010  -0.0604
C 2.77129 2.93072 -0.70314  -0.0637
C 1.55257 2.28328 -0.81421  -0.1180
C -1.87929 2.74211 -1.38231  -0.3676
C -1.23428 2.97230 -2.59772  -0.1498
C -1.86949 3.66523 -3.61274  -0.0837
C -3.16747 4.12371 -3.43444  -0.0689
C -3.81177 3.90384 -2.22845  -0.0882
C -3.17521 3.21641 -1.20478  -0.1284
H -2.17302 3.13073 1.52726  0.0645
H -1.44460 1.67957 2.26908  0.0436
H -2.95208 1.54606 1.35651  -0.0110
H 0.01060 3.57823 1.91389  0.0962
H 2.16730 4.71528 2.10686  0.1121
H 3.94889 4.31339 0.43931  0.1125
H 3.54279 2.76432 -1.44347  0.1136
H 1.37990 1.58676 -1.62387  0.0828
H -0.22988 2.60649 -2.75968  0.0777
H -1.34935 3.83877 -4.54527  0.1138
H -3.67787 4.64623 -4.23224  0.1125
H -4.82059 4.26223 -2.07382  0.1125
H -3.70108 3.05348 -0.27381  0.0946
N -1.86773 -2.67043 -0.89203  -0.0905
C -0.99372 -3.81952 -0.93662  -0.2938
C -0.13991 -4.07786 0.12750  -0.0464
C 0.62282 -5.23428 0.12873  -0.0716
C 0.52358 -6.13286 -0.92353  -0.0772
C -0.28466 -5.84280 -2.01184  -0.0613
C -1.03729 -4.67791 -2.02482  -0.0189
H -2.47164 -2.69117 -1.71047  0.0537
H -2.48932 -2.74767 -0.08947  0.0534
H -0.08449 -3.37485 0.94921  0.0916
H 1.27391 -5.44441 0.96656  0.1079
H 1.07695 -7.06124 -0.89874  0.1092
H -0.35967 -6.53869 -2.83602  0.1132
H -1.67757 -4.44487 -2.86801  0.1213

Atomic forces in eV per Å
-0.615 0.654 0.360
-0.156 -0.013 -0.129
0.621 0.078 0.410
-0.077 -0.033 -0.125
-1.072 -0.138 0.200
0.839 0.120 -0.185
-0.631 -0.016 -0.395
0.170 0.063 -0.097
0.068 0.000 0.033
-0.108 -0.059 0.053
-0.398 -0.205 -0.168
0.296 0.046 0.409
0.342 -0.038 0.238
-1.318 0.541 -0.137
-0.184 -0.246 -0.310
0.173 -0.180 0.270
-0.114 0.017 -0.134
-0.092 -0.074 -0.242
-0.010 0.037 0.013
-0.065 -0.041 0.037
-0.005 0.044 0.019
0.025 0.009 -0.071
-0.059 0.109 0.014
-0.020 -0.027 -0.029
0.053 0.019 0.021
1.754 -0.972 1.304
-3.125 0.841 0.414
0.796 0.534 -2.805
2.786 -1.121 1.479
0.153 -0.141 -0.005
-0.615 0.112 -0.602
0.055 -0.310 0.068
0.009 -0.089 -0.040
-0.012 0.045 0.074
-0.018 -0.008 0.006
0.039 0.029 -0.033
-0.045 -0.024 0.065
-0.042 -0.165 -0.039
0.113 0.084 0.014
0.061 -0.014 0.040
-0.023 -0.005 0.103
-0.035 0.087 0.030
0.092 0.000 0.057
0.085 0.002 0.001
0.038 0.095 0.026
-0.013 0.032 -0.049
-0.001 0.040 0.007
0.032 -0.002 0.002
0.013 0.009 -0.006
0.015 -0.031 -0.004
-0.015 0.105 -0.091
-0.021 0.023 -0.029
-0.024 -0.014 -0.018
0.022 0.023 -0.004
-0.012 -0.007 -0.029
-0.053 -0.053 -0.029
0.324 0.102 0.157
0.236 -0.052 -0.012
-0.053 0.077 -0.106
-0.075 -0.004 0.073
0.115 -0.076 -0.083
-0.033 0.018 0.108
-0.104 0.094 -0.007
-0.012 0.287 -0.037
-0.149 -0.132 -0.121
-0.016 -0.069 0.076
0.011 -0.029 0.006
0.065 0.020 -0.005
0.042 0.027 -0.031
-0.020 -0.030 0.020

Computed properties:
- Charge: +1
- Spin multiplicity: 1
- Energy: -11618.246273 hartree
- Relative energy (zero: lowest compared OMol25 entry of this formula, charge and spin): 216.9 kJ/mol